Here is a cluster of 11 separate species, C44H65N11 in total from the OMol25 dataset. Energies are from ωB97M-V with the def2-TZVPD basis set.

```
120
C44H65N11 (ωB97M-V with the def2-TZVPD basis set)
H -6.730 24.362 7.396
C 1.244 25.132 6.763
C -3.785 27.162 8.631
H -2.394 20.293 8.082
H -7.219 20.056 10.487
C -3.490 22.029 11.463
N -5.003 23.156 14.972
H -3.414 21.852 3.687
C 2.078 19.362 9.607
H -0.163 25.049 8.169
H -4.463 22.318 15.071
C -0.517 20.269 5.863
N -0.369 25.899 13.502
H 2.800 18.186 11.338
C -2.870 21.293 4.449
H -2.461 23.632 10.886
C -1.839 20.377 3.826
C -2.902 17.500 11.227
C -6.167 22.407 7.871
C -2.185 22.073 9.308
H -0.153 25.173 4.345
C -6.163 23.255 14.273
C -0.760 24.602 13.276
N -7.319 22.102 11.137
H -0.572 18.645 13.612
C -6.603 24.570 14.336
H -0.251 27.134 15.231
H -4.466 18.533 5.610
H -3.985 27.720 7.732
N -0.084 20.901 6.717
C -0.095 24.669 7.143
C -4.134 26.347 10.689
C -6.801 18.461 7.873
C -6.369 18.803 6.612
N -5.708 18.094 8.594
N -2.944 14.961 11.854
C -2.357 20.581 9.127
H -2.536 22.018 5.195
H -1.248 22.439 8.877
H -6.939 19.173 5.778
H -3.911 24.486 16.268
H -9.861 20.216 10.278
C -2.915 16.073 11.569
H -2.186 19.331 11.864
H -5.789 17.802 9.551
H -6.830 22.051 7.070
N -4.393 21.594 12.022
C -2.336 18.371 12.372
H -0.311 17.733 12.068
H -1.558 20.034 9.636
H -4.676 26.026 11.563
H -0.811 23.618 4.812
C -0.595 26.198 14.822
C -7.839 20.912 10.710
C -1.088 25.085 15.422
C -1.183 24.059 14.463
C 2.353 19.072 10.920
C -2.536 26.977 9.229
H -2.133 24.784 6.725
H -7.769 18.613 8.322
H -6.349 22.222 11.380
C -2.304 22.561 10.740
H -5.738 26.271 15.482
H 1.029 20.975 8.737
H -0.637 24.149 12.307
H -1.280 26.258 6.288
H 0.095 26.451 12.807
C -9.553 22.292 11.080
H -1.444 22.189 11.303
H -1.174 20.935 3.161
H 2.237 18.699 8.773
C -5.777 23.840 7.517
H -5.706 27.040 9.419
H -8.224 23.921 11.798
H 0.869 22.040 11.006
H -1.370 25.078 16.464
N 1.434 20.564 9.562
H -3.897 17.870 10.989
H -5.379 21.653 7.900
C -4.962 18.518 6.568
N -4.732 26.867 9.583
N 2.290 25.495 6.452
H -1.885 24.754 4.169
H -0.215 18.963 4.321
H -2.358 19.762 3.082
C -4.743 24.346 15.602
H -3.088 18.573 13.134
H -3.676 20.747 4.952
H -0.089 23.578 7.161
C -4.991 23.988 6.216
C -1.237 25.168 6.237
C -1.009 24.698 4.820
H -6.496 22.408 13.697
C -9.205 20.993 10.630
H 2.070 20.364 12.733
C 1.934 20.199 11.674
C 1.360 21.101 10.817
N -6.090 22.722 4.225
H -2.890 22.641 8.685
H -4.760 25.021 5.939
H -2.248 17.600 10.358
C -8.378 22.927 11.411
H -1.577 27.212 8.795
C -5.684 25.241 15.161
C -2.775 26.360 10.464
H -3.670 17.949 8.388
H -2.052 26.080 11.214
C -4.570 18.184 7.845
H -5.205 24.334 8.305
H -1.033 16.969 13.414
H -3.988 23.572 6.367
H -3.294 20.282 9.604
H -10.530 22.739 11.148
H -1.585 23.077 14.650
C -5.614 23.327 5.076
C -1.074 19.465 4.777
H -1.662 18.636 5.176
H -7.409 25.021 13.785
C -0.988 17.935 12.901
H -6.859 22.380 8.710
```

Its HOMO energy is -8.19 eV. The structure (SMILES) is c1cc[nH]c1.c1cc[nH]c1.c1cc[nH]c1.c1cc[nH]c1.c1cc[nH]c1.c1cc[nH]c1.CCCC#N.CCCC#N.CCCC#N.CCCC#N.CCCC#N. The frontier orbital gap is 8.467 eV. The calculation puts the total energy at -63070.7520 eV. The energy above the lowest of the compared OMol25 structures with the same formula, charge and spin is 46.75 kJ/mol.



Here is a cluster of 2 separate species, C4H8N2O8 in total from the OMol25 dataset. Energies are from ωB97M-V with the def2-TZVPD basis set.

```
22
C4H8N2O8 (ωB97M-V with the def2-TZVPD basis set)
N 3.211 -3.504 -3.367
H 0.931 -0.574 1.516
H -0.631 1.108 2.861
O -0.171 1.759 0.384
O 0.856 2.382 -1.593
C -1.391 0.830 2.118
H -3.122 1.918 2.801
H -0.191 -1.553 0.467
O 4.422 -3.194 -3.523
H -1.549 0.244 0.081
O 2.350 -2.590 -3.221
C -0.726 0.515 0.747
N -0.036 1.700 -1.169
H -2.985 1.805 1.032
O 1.061 -0.235 -0.536
O 1.992 -1.159 -0.582
C -2.421 1.941 1.962
C 0.278 -0.580 0.641
H -1.881 -0.076 2.490
H -1.939 2.923 1.950
O -0.908 1.050 -1.706
O 2.851 -4.709 -3.356
```

Its HOMO energy (spin up / spin down) is -10.91 / -10.51 eV. The frontier orbital gap (spin up / spin down) is 6.431 / 9.495 eV. The calculation puts the total energy at -23623.0220 eV. The energy above the lowest of the compared OMol25 structures with the same formula, charge and spin is 646.16 kJ/mol.



Here is a cluster of 4 separate species, C3H14O3 in total from the OMol25 dataset. Energies are from ωB97M-V with the def2-TZVPD basis set.

```
20
C3H14O3 (ωB97M-V with the def2-TZVPD basis set)
C 0.763 -3.039 -4.367
H 0.945 4.641 4.171
H -1.159 3.167 4.901
C -0.492 -2.142 -4.233
H -1.405 3.797 3.540
O -0.020 3.356 6.486
H -1.474 -2.361 -4.945
H 1.062 -5.161 -4.274
H -0.135 2.370 6.718
C 0.253 -4.409 -4.115
H 1.493 -2.586 -3.749
O 0.921 5.335 4.931
H -0.805 -2.112 -3.093
H -0.767 -4.513 -4.355
H 1.263 -2.817 -5.391
H 0.721 3.714 6.066
H -0.322 -1.070 -4.321
O -0.823 3.174 4.057
H -0.041 -4.629 -3.118
H 0.022 5.284 5.091
```

Its HOMO energy is -10.88 eV. The structure (SMILES) is CCC.O.O.O. The frontier orbital gap is 11.553 eV. The calculation puts the total energy at -9478.4235 eV. The energy above the lowest of the compared OMol25 structures with the same formula, charge and spin is 241.25 kJ/mol.



Here is an isolated molecule of C5H9O7 from the OMol25 dataset. Energies are from ωB97M-V with the def2-TZVPD basis set.

```
21
C5H9O7 (ωB97M-V with the def2-TZVPD basis set)
C 0.845 1.934 0.111
O -1.127 -1.225 0.760
C -0.687 1.150 2.033
C 0.091 0.742 0.782
H -1.835 0.285 -0.278
H 1.225 2.573 1.007
C -0.830 -0.084 -0.185
O -0.701 -1.543 -2.105
H 0.133 -3.226 -2.206
H 0.010 1.877 2.529
H 0.805 -0.173 -1.617
O 1.047 -0.189 1.293
H -0.832 0.258 2.638
H 2.366 -1.332 0.094
H -0.593 0.463 -2.308
O -1.593 -2.409 0.236
O 1.984 -0.413 0.118
C -0.260 -0.318 -1.615
O 0.554 -2.349 -1.986
H -1.586 1.693 1.723
O 0.985 2.286 -1.025
```

Its HOMO energy (spin up / spin down) is -9.74 / -9.59 eV. The spin multiplicity is 2. The frontier orbital gap (spin up / spin down) is 10.240 / 8.958 eV. The calculation puts the total energy at -19651.5549 eV. The energy above the lowest of the compared OMol25 structures with the same formula, charge and spin is 286.37 kJ/mol.



Here is a cluster of 5 separate species, C5H20O5 in total from the OMol25 dataset. Energies are from ωB97M-V with the def2-TZVPD basis set.

```
30
C5H20O5 (ωB97M-V with the def2-TZVPD basis set)
H -4.859 0.570 2.058
O -1.004 -3.419 0.398
O 5.728 1.782 0.532
H 4.747 -0.073 0.671
H 1.130 0.709 -3.919
H 0.808 1.947 -2.706
H 0.262 0.463 -1.217
O 0.507 -0.003 -2.051
H -3.197 0.610 2.749
H -3.767 -0.843 1.961
C 0.486 0.968 -3.081
H 3.856 1.333 1.316
H -1.843 -3.848 0.594
C -1.215 -2.527 -0.715
H -1.538 -3.080 -1.605
H -0.123 0.921 2.329
H -1.954 -1.765 -0.469
H 1.224 0.585 1.284
H -1.474 0.778 0.463
H -0.539 1.106 -3.445
C -3.825 0.250 1.942
H 3.996 1.117 -0.387
H -3.916 0.282 0.001
C 0.177 0.340 1.446
O -3.346 0.693 0.656
H 5.898 2.091 -0.357
H -0.216 -2.169 -0.948
C 4.556 0.995 0.547
O -0.518 0.897 0.320
H -0.040 -0.711 1.633
```

Its HOMO energy is -9.62 eV. The structure (SMILES) is CO.CO.CO.CO.CO. The frontier orbital gap is 10.026 eV. The calculation puts the total energy at -15744.4829 eV. The energy above the lowest of the compared OMol25 structures with the same formula, charge and spin is 177.63 kJ/mol.



Here is an isolated molecule of C2H5FN2 from the OMol25 dataset. Energies are from ωB97M-V with the def2-TZVPD basis set.

```
10
C2H5FN2 (ωB97M-V with the def2-TZVPD basis set)
H 1.494 1.696 -0.148
H -0.866 -1.511 -0.798
H 0.024 1.787 0.602
H 1.296 -1.702 0.079
C 0.562 -0.043 -0.122
C -0.709 -0.726 -0.016
F -1.776 0.151 0.005
N 0.576 1.325 -0.052
H -0.618 -1.241 0.996
N 1.644 -0.722 0.058
```

Its HOMO energy is -9.51 eV. The structure (SMILES) is [H]/N=C(/N)CF. The frontier orbital gap is 10.403 eV. The calculation puts the total energy at -7852.0570 eV. The energy above the lowest of the compared OMol25 structures with the same formula, charge and spin is 28.82 kJ/mol.



Here is an isolated molecule of C14H19ClN2O from the OMol25 dataset. Energies are from ωB97M-V with the def2-TZVPD basis set.

```
37
C14H19ClN2O (ωB97M-V with the def2-TZVPD basis set)
C -5.016 -1.425 -0.246
C 2.902 -1.124 -0.161
H 3.131 2.837 -0.233
H 3.462 -0.949 -1.335
C 0.745 -1.186 0.936
H 4.822 -0.644 0.447
Cl -2.443 2.274 0.508
H -5.534 -2.398 -0.608
H 3.560 1.580 -1.313
H -6.708 0.120 -0.621
C -3.587 -1.658 -0.182
C -5.640 -0.213 -0.145
H -5.284 2.221 -0.049
H 1.620 -0.033 -2.210
C -2.767 -0.395 0.202
H 1.308 -1.809 1.352
H 1.103 2.259 -1.621
H 3.120 -2.070 -0.373
H 0.876 -0.282 1.323
H -3.129 -2.365 0.018
C 3.341 1.103 0.774
C -0.484 -1.532 0.512
H 0.051 -0.048 -1.467
C -3.488 0.920 0.112
N 1.579 -1.115 -0.373
H 3.632 -0.737 1.753
H 2.632 1.380 1.577
C -4.803 1.059 -0.181
H 0.905 1.823 0.191
C 3.638 -0.280 0.876
C 1.562 1.681 -0.794
H -1.054 0.456 0.556
H 4.182 1.593 1.373
O -0.949 -2.658 0.399
N -1.303 -0.343 0.481
C 1.109 0.109 -1.172
C 2.908 1.848 -0.304
```

Its HOMO energy is -8.48 eV. The structure (SMILES) is O=C(CN1CCCCCC1)Nc1ccccc1Cl. The frontier orbital gap is 8.843 eV. The calculation puts the total energy at -32365.2417 eV. The energy above the lowest of the compared OMol25 structures with the same formula, charge and spin is 1152.86 kJ/mol.



Here is a cluster of 5 separate species, C15H31Br6NO5 in total from the OMol25 dataset. Energies are from ωB97M-V with the def2-TZVPD basis set.

```
58
C15H31Br6NO5 (ωB97M-V with the def2-TZVPD basis set)
H 1.985 -3.465 2.893
H -0.302 5.218 6.433
H -0.387 8.684 -5.014
H -0.984 4.184 5.212
C -0.392 9.723 -4.685
C 2.219 -3.678 1.850
H -4.818 3.474 -0.828
H 5.872 -5.135 2.353
Br -2.548 8.948 -3.147
H 1.604 -4.525 1.547
H 7.609 -7.785 1.034
C 9.253 -9.129 -0.219
H 7.928 -5.381 0.819
O 3.540 -4.119 1.718
H 9.516 -9.098 0.839
O 8.822 -7.786 -0.509
H 5.551 -4.739 -0.116
H 3.420 -5.715 2.911
Br -1.688 6.775 4.441
H -10.065 -0.898 -3.681
C -2.936 1.871 1.013
H 5.593 -6.746 2.120
C -1.811 10.284 -4.412
H -2.363 2.742 -1.841
O -4.141 2.152 0.563
Br -12.568 -1.249 -3.600
Br 0.350 10.799 -6.138
O -2.060 2.255 0.096
H -4.422 1.752 -1.475
N 5.871 -5.533 0.419
H -3.271 5.340 5.924
Br -8.809 1.694 -4.047
C -1.196 4.651 6.174
H 10.140 -9.436 -0.772
H 8.532 -9.944 -0.282
H -10.850 -0.461 -5.225
C -2.710 3.036 -0.851
H -10.720 1.000 -2.575
H 0.272 9.752 -3.821
H 2.019 -2.788 1.253
C 7.260 -5.922 0.149
H 7.481 -5.393 -0.778
H -2.646 4.098 -0.612
H 3.341 -6.049 1.135
C -4.173 2.596 -0.832
C -10.891 -0.356 -4.141
H -2.425 10.486 -5.289
C -2.267 5.733 6.081
O -2.614 1.173 2.023
C 3.820 -5.473 1.926
C 7.529 -7.400 0.017
H -1.707 11.277 -3.975
H -11.508 1.770 -3.934
C -10.709 1.081 -3.662
H -2.086 6.286 7.003
C 5.294 -5.786 1.698
Br -1.556 3.138 7.371
H 6.803 -7.981 -0.552
```

Its HOMO energy is -8.20 eV. The structure (SMILES) is COCCNCCOC.O=C1OCCO1.BrCCBr.BrCCBr.BrCCBr. The frontier orbital gap is 8.135 eV. The calculation puts the total energy at -448036.4285 eV. The energy above the lowest of the compared OMol25 structures with the same formula, charge and spin is 315.92 kJ/mol.



Here is an isolated molecule of C2Cl3F from the OMol25 dataset. Energies are from ωB97M-V with the def2-TZVPD basis set.

```
6
C2Cl3F (ωB97M-V with the def2-TZVPD basis set)
Cl -0.835 -1.694 -0.371
Cl -1.653 0.449 1.309
C -0.424 -0.071 0.181
F 0.928 1.638 0.644
C 0.709 0.593 -0.067
Cl 1.896 0.194 -1.320
```

Its HOMO energy is -9.68 eV. The structure (SMILES) is FC(Cl)=C(Cl)Cl. The frontier orbital gap is 10.273 eV. The calculation puts the total energy at -42357.4684 eV. The energy above the lowest of the compared OMol25 structures with the same formula, charge and spin is 32.90 kJ/mol.



Here is a cluster of 2 separate species, C4H13NO2 in total from the OMol25 dataset. Energies are from ωB97M-V with the def2-TZVPD basis set.

```
20
C4H13NO2 (ωB97M-V with the def2-TZVPD basis set)
H -1.549 -0.620 -1.861
C -1.871 0.021 0.165
H 2.007 -3.278 2.390
N 1.710 0.621 0.358
C 0.687 1.519 -0.247
H 1.085 2.464 -0.608
H 2.342 1.242 0.866
H -1.297 0.122 1.087
H -0.018 1.750 0.561
O 2.452 -3.359 1.535
H 3.129 -2.667 1.571
H -0.634 1.625 -1.853
H -2.324 1.822 -0.576
H 0.698 0.515 -2.130
H -2.570 -0.768 0.355
H 2.276 0.339 -0.439
C -0.967 -0.307 -0.987
O -2.706 1.177 0.026
C -0.040 0.833 -1.386
H -0.399 -1.179 -0.679
```

Its HOMO energy is -9.84 eV. The structure (SMILES) is NCCCCO.O. The frontier orbital gap is 10.657 eV. The calculation puts the total energy at -9943.4311 eV. The energy above the lowest of the compared OMol25 structures with the same formula, charge and spin is 73.86 kJ/mol.



Here is a cluster of 2 separate species, C7H8N2 in total from the OMol25 dataset. Energies are from ωB97M-V with the def2-TZVPD basis set.

```
17
C7H8N2 (ωB97M-V with the def2-TZVPD basis set)
C -0.586 -2.453 1.114
C -0.670 -1.472 1.992
H 2.395 1.929 -1.481
H -1.333 -2.763 0.419
H 0.574 1.296 -3.486
H -1.603 -1.047 2.241
N -0.486 1.149 -0.235
C 0.688 1.534 -0.139
C 0.534 1.212 -2.362
H 0.297 -3.165 1.012
N 0.683 -0.822 3.961
H 1.230 1.804 0.836
C 0.168 -1.202 3.033
C -0.743 0.961 -1.615
C 1.447 1.606 -1.419
H -1.630 1.539 -1.957
H -0.964 -0.105 -1.915
```

Its HOMO energy is -9.80 eV. The structure (SMILES) is C1=CCN=C1.C=CC#N. The frontier orbital gap is 10.317 eV. The calculation puts the total energy at -10365.7182 eV. The energy above the lowest of the compared OMol25 structures with the same formula, charge and spin is 237.79 kJ/mol.



Here is a cluster of 2 separate species, C6H15N2 in total from the OMol25 dataset. Energies are from ωB97M-V with the def2-TZVPD basis set.

```
23
C6H15N2 (ωB97M-V with the def2-TZVPD basis set)
H 0.336 -1.051 0.596
C 2.374 1.695 -0.658
H -1.602 2.914 0.891
H 3.260 1.365 -0.115
H 0.844 -2.557 -1.275
H 2.716 2.455 -1.363
H -1.199 -0.762 1.037
H -2.995 -1.527 -0.240
N -0.771 2.541 1.362
H 1.967 0.859 -1.220
C -1.016 -2.260 -0.278
H 1.665 3.153 0.859
H -0.329 1.002 -0.075
C -2.272 -2.175 -0.718
H -0.383 -3.756 -1.693
H -2.600 -2.788 -1.541
H 0.438 -3.817 -0.121
N -0.539 -1.501 0.824
H -1.112 1.914 2.096
C 1.371 2.287 0.269
H -0.307 3.328 1.819
C 0.136 1.838 0.424
C 0.016 -3.158 -0.880
```

Its HOMO energy is -11.33 eV. The charge is +1. The frontier orbital gap is 7.448 eV. The calculation puts the total energy at -9437.5613 eV. The energy above the lowest of the compared OMol25 structures with the same formula, charge and spin is 232.58 kJ/mol.